Record 1
The following is a DFT calculation (wB97M-V/def2-TZVPD) of a single C4H8N2 molecule.

Structure (XYZ):
```
14
Properties=species:S:1:pos:R:3:mulliken_charge:R:1
C -1.8659 -0.0339 -0.5088 -1.34
C -0.7340 0.0164 0.5262 0.28
C 0.2650 1.1963 0.2694 -0.54
C 1.3219 -0.6482 -0.2649 -0.05
H -1.4858 0.0316 -1.5284 0.35
H -2.4537 -0.9351 -0.4102 0.38
H -2.5219 0.8346 -0.3227 0.33
H -1.1672 0.0774 1.5375 0.22
H -0.1681 1.9737 -0.3811 0.28
H 0.5962 1.7145 1.1994 0.30
H 2.0365 -1.3756 -0.6230 0.39
H -0.1748 -2.0321 0.2207 0.27
N 1.4384 0.6082 -0.4023 -0.54
N 0.1926 -1.1042 0.4275 -0.33
```

E_tot: -7257.6714 eV
SMILES: C[C@@H]1CN=CN1
2S+1: 1
HOMO-LUMO gap: 9.713 eV
total charge: 0

=====

Record 2
The following is a DFT calculation (wB97M-V/def2-TZVPD) of 11 unconnected molecules or ions with the total composition C10H42N12O13 at a distorted geometry.

Structure (XYZ):
```
77
Properties=species:S:1:pos:R:3:mulliken_charge:R:1
C 5.9482 -0.4474 5.1755 0.59
O 7.0938 -0.6004 4.7418 -0.66
N 4.9064 -0.8470 4.5187 -0.37
N 5.6518 0.0751 6.4158 -0.40
H 5.1391 -1.2522 3.6234 0.23
H 3.9645 -0.5000 4.6312 0.20
H 6.4402 0.4236 6.9423 0.21
H 4.7198 0.0516 6.8043 0.18
C 1.1705 5.9716 -1.0381 0.67
O 0.1401 5.3302 -1.0670 -0.66
N 1.4613 6.9094 -1.9085 -0.43
N 2.0756 5.8263 -0.1748 -0.36
H 0.6855 6.9709 -2.5523 0.24
H 2.2520 7.5323 -1.8253 0.18
H 2.0164 5.1098 0.5346 0.22
H 2.6629 6.6391 -0.0547 0.17
C -0.9975 -1.2195 6.8829 0.63
O 0.1861 -1.4068 6.5862 -0.67
N -1.9780 -1.0102 6.0443 -0.41
N -1.3697 -1.1519 8.1073 -0.34
H -1.6862 -0.7964 5.1013 0.23
H -2.8357 -0.5753 6.3529 0.21
H -2.3260 -0.8277 8.1285 0.14
H -0.7796 -1.3475 8.9033 0.22
C 5.3104 -4.7961 0.1733 0.65
O 5.9733 -3.8272 0.3191 -0.61
N 3.9595 -4.8522 0.0713 -0.37
N 5.7950 -5.9271 -0.1560 -0.37
H 3.6001 -5.7760 -0.1225 0.14
H 3.4325 -4.0023 -0.0704 0.20
H 6.7911 -6.0446 -0.2739 0.21
H 5.0820 -6.6411 -0.2014 0.14
C -6.4496 1.3484 -3.9301 0.67
O -7.4402 0.6283 -4.1830 -0.66
N -5.6917 1.3351 -2.7945 -0.39
N -5.7825 1.9221 -4.9253 -0.39
H -6.2054 0.7795 -2.1255 0.20
H -4.7990 1.7619 -2.5917 0.19
H -6.1878 1.7781 -5.8392 0.21
H -4.9102 2.4184 -4.8116 0.17
C 1.7058 -0.3008 -5.4051 0.65
O 2.0569 0.8310 -5.3087 -0.64
N 0.5710 -0.7142 -5.8248 -0.35
N 2.6081 -1.2204 -5.3479 -0.40
H -0.2064 -0.1624 -6.1584 0.21
H 0.2869 -1.6710 -5.9798 0.16
H 3.6134 -1.1237 -5.3319 0.23
H 2.3273 -2.0958 -5.7660 0.15
C 0.1699 0.3495 0.8494 -0.04
C -1.0692 0.8892 0.2534 -0.46
O -1.8140 1.8454 1.0022 -0.52
O 0.9712 -0.4038 -0.1064 -0.47
H 0.0055 -0.3231 1.6912 0.15
H 0.6916 1.2071 1.2741 0.21
H -1.7092 0.0555 -0.0354 0.28
H -0.7084 1.3541 -0.6641 0.26
H -1.5620 2.7040 0.6547 0.30
H 0.8283 -0.0041 -0.9675 0.28
C -3.0313 -4.5806 -2.2742 -0.35
C -2.8491 -3.5456 -3.3743 -0.36
O -2.4959 -4.2586 -4.5653 -0.55
O -1.7747 -4.9226 -1.6657 -0.50
H -3.6328 -5.4246 -2.6117 0.29
H -3.6803 -4.1582 -1.5071 0.33
H -2.0161 -2.8659 -3.1952 0.23
H -3.7664 -2.9976 -3.5896 0.31
H -1.5701 -4.5117 -4.5413 0.30
H -2.0230 -5.2251 -0.7891 0.29
O -1.1526 4.0219 -4.5207 -0.64
H -0.3874 3.8171 -5.0580 0.32
H -0.8217 4.0235 -3.6225 0.32
O -6.0461 3.6853 2.4083 -0.62
H -6.7129 3.2475 2.9373 0.32
H -5.5088 2.9729 2.0618 0.31
O 0.6676 3.7896 4.9662 -0.62
H -0.0864 3.2021 4.9151 0.31
H 1.1022 3.5515 5.7851 0.32
```

E_tot: -55550.2469 eV
SMILES: NC(N)=O.NC(N)=O.NC(N)=O.NC(N)=O.NC(N)=O.NC(N)=O.OCCO.OCCO.O.O.O
2S+1: 1
HOMO-LUMO gap: 9.271 eV
total charge: 0

=====

Record 3
The following is a DFT calculation (wB97M-V/def2-TZVPD) of a molecular structure, C26H36BrN7O11PSn.

Structure (XYZ):
```
83
Properties=species:S:1:pos:R:3:mulliken_charge:R:1
Sn 0.9126 -0.3019 0.3999 0.85
N -0.8150 1.5439 0.9990 -0.51
C -0.0944 2.7631 0.5936 0.14
C 1.3019 2.6916 1.2066 0.33
O 1.6657 3.5752 1.9894 -0.79
N 1.9646 1.5892 0.8546 -0.07
C 3.0807 1.1880 1.6884 -2.06
C 2.5340 0.2068 2.7950 2.74
O 4.4930 -1.1774 2.1113 -0.49
O 1.2761 -0.3158 2.4456 -0.26
H -0.8399 1.4716 2.0120 0.19
H -1.7683 1.5309 0.6533 0.22
H -0.0165 2.7550 -0.4948 -0.29
H -0.5715 3.6871 0.9268 0.48
H 3.8210 0.6946 1.0664 0.31
H 3.5602 2.0475 2.1586 0.62
C 4.0462 -2.0992 -5.1318 -0.87
O 3.5975 -1.1059 -4.2227 -0.36
C 2.8863 -1.4684 -3.1196 0.61
O 2.4436 -0.6150 -2.3944 -0.30
N 2.6870 -2.8073 -2.9491 0.01
N 2.0204 -3.2748 -1.7977 -0.94
H 4.4577 -1.5633 -5.9830 0.24
H 3.2243 -2.7357 -5.4635 0.37
H 4.8385 -2.7119 -4.6930 0.30
H 3.3526 -3.4576 -3.3251 0.25
H 2.4273 -2.8165 -0.9739 0.47
H 1.0608 -2.9488 -1.8654 0.28
C -2.3373 4.0600 -2.4124 -1.12
N -1.9541 2.7817 -3.0006 -0.18
N -2.3811 1.6329 -2.3228 1.00
C -1.4098 0.6135 -2.4562 0.31
O -1.5876 -0.5334 -2.0958 -0.63
C -0.2848 1.2656 -3.0943 -0.69
C -0.6411 2.5405 -3.3562 0.50
C 0.1899 3.6501 -3.9003 -1.60
C -3.7557 1.3922 -2.1288 0.07
C -4.1445 0.5580 -1.0834 -0.11
C -5.4913 0.3075 -0.8762 -0.91
C -6.4535 0.8899 -1.6909 -0.52
C -6.0578 1.7206 -2.7292 -0.61
C -4.7120 1.9678 -2.9586 -0.05
H -3.3768 4.0065 -2.1000 0.48
H -2.2485 4.8334 -3.1727 0.39
H -1.7237 4.3243 -1.5497 0.25
H 0.6650 0.7888 -3.2762 0.36
H 1.1553 3.2576 -4.2097 0.41
H 0.3649 4.4162 -3.1416 0.32
H -0.2937 4.1250 -4.7553 0.36
H -3.3949 0.0987 -0.4550 0.30
H -5.7845 -0.3417 -0.0611 0.46
H -7.5039 0.6952 -1.5191 0.39
H -6.7988 2.1753 -3.3744 0.37
H -4.3981 2.5926 -3.7844 0.46
C -2.9231 -2.8767 0.0754 -0.63
O -2.9477 -2.3936 1.4202 -0.40
P -1.4802 -2.1229 2.0812 0.86
O -0.9497 -3.6579 2.1122 -0.48
C 0.4729 -3.8458 2.2175 -0.27
O -2.0538 -1.8689 3.5737 -0.52
C -1.2794 -1.0507 4.4609 0.09
H -3.9174 -2.7216 -0.3409 0.23
H -2.6884 -3.9420 0.0643 0.30
H -2.1981 -2.3339 -0.5373 0.22
H 0.7877 -4.5224 1.4248 0.29
H 0.6980 -4.2859 3.1888 0.27
H 1.0236 -2.9064 2.1258 -0.11
H -1.0696 -1.6296 5.3594 0.29
H -1.8688 -0.1727 4.7296 0.31
H -0.3447 -0.7309 3.9949 -0.52
Br 1.4707 1.7445 6.6311 -0.24
C 2.0335 0.5201 5.2533 0.21
C 2.0477 -0.8594 5.7024 -0.48
N 2.6841 -1.8449 5.1980 -0.54
C 3.4919 -1.7890 4.0780 -0.53
C 3.5067 -0.9341 3.0397 -0.24
C 2.3274 1.0202 4.0544 -1.15
C 4.1192 -1.6662 0.8371 0.38
O 5.0437 -1.9278 0.0966 -0.75
O 2.8696 -1.7775 0.6523 -0.40
H 1.4951 -1.0603 6.6180 0.37
H 4.1811 -2.6217 3.9982 0.41
H 2.2805 2.0943 3.9089 0.53
```

E_tot: -145665.0671 eV
2S+1: 1
HOMO-LUMO gap: 7.266 eV
total charge: -1

=====

Record 4
The following is a DFT calculation (wB97M-V/def2-TZVPD) of a molecular structure, C24H25N7O2Pd.

Structure (XYZ):
```
59
Properties=species:S:1:pos:R:3:mulliken_charge:R:1
Pd -0.1096 0.2307 -0.0365 -0.31
C 5.1660 -3.1460 -3.9076 -1.46
C 4.4631 -2.2883 -2.8840 0.70
C 4.9259 -2.1611 -1.5753 -0.95
C 4.2449 -1.4088 -0.6373 -0.14
C 3.0409 -0.7052 -0.9215 -0.21
N 2.3623 -0.0145 0.0199 -0.17
C 3.0478 0.6860 0.9478 0.29
C 4.2339 1.4158 0.6501 -0.02
C 4.9224 2.1613 1.5856 -0.95
C 4.4876 2.2584 2.9088 0.66
C 5.1957 3.1166 3.9287 -1.46
C 3.3291 1.5624 3.2261 -0.13
C 2.6356 0.7934 2.3027 -0.41
N 1.5230 0.0479 2.8020 0.82
C 1.5626 -0.8446 3.8227 -0.20
C 0.2669 -1.2422 4.0506 -0.91
C -0.4941 -0.5203 3.1047 -0.23
N 0.2729 0.2520 2.3486 -0.80
C 2.5963 -0.8396 -2.2671 -0.38
C 3.2859 -1.6141 -3.1889 -0.08
N 1.4724 -0.1112 -2.7618 0.86
C 1.5032 0.8027 -3.7697 -0.23
C 0.1999 1.1531 -4.0219 -0.97
C -0.5591 0.3859 -3.1138 -0.11
N 0.2154 -0.3728 -2.3433 -0.92
H 6.1916 -3.3609 -3.5969 0.35
H 5.2100 -2.6531 -4.8832 0.32
H 4.6618 -4.1078 -4.0559 0.26
H 5.8379 -2.6768 -1.2796 0.28
H 4.6323 -1.3390 0.3726 0.43
H 4.5934 1.3744 -0.3712 0.44
H 5.8162 2.7009 1.2786 0.28
H 6.2236 3.3209 3.6181 0.35
H 5.2346 2.6283 4.9069 0.33
H 4.6998 4.0835 4.0704 0.26
H 2.9356 1.6122 4.2388 0.35
H 2.4976 -1.1468 4.2673 0.44
H -0.0758 -1.9709 4.7679 0.39
H -1.5528 -0.5695 2.8989 0.36
H 2.8762 -1.6774 -4.1938 0.35
H 2.4386 1.1606 -4.1693 0.45
H -0.1519 1.9044 -4.7107 0.38
H -1.6212 0.4128 -2.9242 0.40
C -4.2737 -1.2204 0.9882 -1.58
C -3.0989 -0.6332 0.2415 0.61
N -1.9711 -1.2482 0.1022 0.01
O -1.9106 -2.4636 0.8608 -0.57
C -3.2434 0.6838 -0.3535 0.41
C -4.5991 1.1531 -0.8092 -1.53
N -2.1721 1.4706 -0.4245 0.31
O -2.3244 2.6209 -0.9721 -0.81
H -4.0095 -2.1706 1.4425 0.44
H -5.1146 -1.3742 0.3053 0.39
H -4.6137 -0.5294 1.7655 0.27
H -0.9583 -2.6108 0.8037 0.33
H -5.0914 0.4260 -1.4683 0.28
H -4.4399 2.0851 -1.3514 0.44
H -5.2834 1.3543 0.0268 0.27
```

E_tot: -43293.5427 eV
2S+1: 1
HOMO-LUMO gap: 3.268 eV
total charge: -2